# 1
Entry from the OMol25 dataset: a molecular structure, C41H58Cl5FFeN2PSi3 in a non-equilibrium geometry (ωB97M-V/def2-TZVPD).

Each line ends with the Mulliken spin population.
Geometry (Å):
Fe: 0.61 -0.49 0.61  3.549
Cl: -1.85 -1.79 1.06  -0.010
C: -1.91 -0.55 2.28  -0.177
C: -1.00 0.48 2.09  0.269
C: -1.05 1.46 3.09  0.058
Cl: -0.02 2.84 2.96  0.003
C: -1.91 1.39 4.19  -0.008
Cl: -1.90 2.62 5.40  0.001
C: -2.79 0.32 4.31  0.004
Cl: -3.88 0.23 5.65  0.000
C: -2.80 -0.67 3.34  -0.011
Cl: -3.89 -2.00 3.45  0.001
C: 0.93 -2.08 3.51  0.033
Si: 2.24 -0.71 3.60  0.018
C: 3.91 -1.59 3.86  0.000
C: 1.93 0.36 5.14  0.002
N: 2.05 0.19 2.15  0.066
C: 2.66 1.36 1.85  0.006
C: 3.84 1.85 2.45  0.000
C: 4.42 3.05 2.07  -0.001
C: 3.86 3.84 1.07  0.005
C: 2.69 3.39 0.46  0.000
C: 2.15 2.19 0.84  0.031
F: 1.00 1.77 0.21  0.050
H: 1.26 -2.99 4.00  0.001
H: 0.70 -2.32 2.47  0.005
H: 0.00 -1.76 3.99  0.003
H: 3.86 -2.26 4.73  0.000
H: 4.73 -0.89 4.04  0.000
H: 4.17 -2.19 2.99  0.000
H: 2.21 -0.15 6.06  0.000
H: 0.87 0.62 5.21  0.000
H: 2.48 1.30 5.08  0.000
H: 4.30 1.25 3.23  0.001
H: 5.34 3.37 2.55  0.000
H: 4.29 4.78 0.79  0.001
H: 2.20 3.97 -0.31  0.000
C: -1.55 -2.91 -1.83  0.004
Si: -0.11 -3.73 -0.89  -0.016
C: 0.32 -5.27 -1.93  0.003
C: -0.76 -4.48 0.72  0.003
C: 1.21 -2.45 -0.60  0.214
C: 1.55 -1.56 -1.72  -0.197
C: 1.60 -1.90 -3.09  0.011
C: 2.10 -0.99 -4.00  0.002
C: 2.51 0.27 -3.56  0.005
C: 2.38 0.55 -2.21  0.013
N: 1.91 -0.33 -1.34  0.006
Si: 2.85 -3.09 0.05  0.011
C: 3.64 -4.20 -1.29  0.002
C: 2.75 -4.19 1.58  0.001
C: 4.15 -1.73 0.30  0.017
H: -2.39 -3.59 -1.95  -0.001
H: -1.23 -2.60 -2.83  -0.001
H: -1.90 -2.02 -1.30  0.005
H: -0.58 -5.85 -2.15  0.000
H: 1.02 -5.93 -1.40  0.000
H: 0.79 -5.02 -2.89  0.000
H: -1.20 -5.47 0.53  0.000
H: -1.53 -3.87 1.19  0.003
H: 0.04 -4.62 1.45  0.001
H: 1.32 -2.89 -3.40  -0.002
H: 2.20 -1.26 -5.04  0.000
H: 2.91 1.01 -4.24  0.000
H: 2.68 1.52 -1.80  0.000
H: 3.01 -5.07 -1.51  0.000
H: 4.63 -4.57 -1.00  0.000
H: 3.76 -3.65 -2.22  -0.001
H: 2.28 -5.15 1.35  0.000
H: 2.19 -3.73 2.40  -0.001
H: 3.76 -4.40 1.94  0.000
H: 4.54 -1.40 -0.67  0.002
H: 3.71 -0.86 0.78  0.003
H: 4.99 -2.07 0.90  0.000
C: -2.73 2.39 -4.01  0.000
C: -2.41 1.16 -3.16  -0.005
C: -3.45 0.07 -3.43  0.003
C: -1.05 0.59 -3.58  0.006
P: -2.29 1.48 -1.25  -0.005
C: -1.74 3.24 -1.29  0.009
C: -2.42 4.36 -0.80  -0.001
C: -1.87 5.63 -0.91  0.000
C: -0.64 5.83 -1.51  0.000
C: 0.07 4.72 -1.95  -0.001
C: -0.47 3.46 -1.82  0.001
C: -4.07 1.59 -0.58  0.003
C: -3.91 2.15 0.86  0.000
C: -5.06 2.43 -1.39  0.000
C: -4.64 0.17 -0.45  0.000
H: -2.73 2.10 -5.07  0.000
H: -1.99 3.17 -3.87  0.000
H: -3.71 2.80 -3.77  0.000
H: -3.37 -0.26 -4.47  0.000
H: -4.47 0.43 -3.29  0.000
H: -3.29 -0.81 -2.80  0.000
H: -1.13 0.08 -4.54  0.000
H: -0.68 -0.13 -2.84  -0.001
H: -0.30 1.37 -3.69  0.000
H: -3.37 4.26 -0.30  0.000
H: -2.42 6.48 -0.51  0.000
H: -0.23 6.82 -1.60  0.000
H: 1.05 4.85 -2.40  0.000
H: 0.13 2.60 -2.12  0.001
H: -2.86 2.36 1.11  0.002
H: -4.26 1.43 1.60  0.000
H: -4.48 3.07 1.00  0.000
H: -4.65 3.40 -1.68  0.000
H: -5.97 2.61 -0.80  0.000
H: -5.37 1.92 -2.30  0.000
H: -3.91 -0.51 -0.02  0.003
H: -4.97 -0.24 -1.40  0.000
H: -5.51 0.19 0.21  0.000

Calculated values
E (Ha): -6581.160292
Net charge: -1
Relative energy (zero: lowest compared OMol25 entry of this formula, charge and spin) (kJ/mol): 78.9
Spin multiplicity: 5
Kohn-Sham gap (spin up / spin down) (eV): 6.86 / 6.90
LUMO energy (spin up / spin down) (eV): 2.40 / 2.40

# 2
Entry from the OMol25 dataset: a molecular structure, C41H59GeN3O5PSSi2Ti in a non-equilibrium geometry (ωB97M-V/def2-TZVPD).

Each line ends with the Mulliken spin population.
Geometry (Å):
Ti: -0.72 0.12 0.42  1.107
C: -1.36 -3.29 1.29  -0.011
Si: -2.23 -2.02 0.14  0.025
C: -2.31 -2.87 -1.59  -0.006
C: -3.16 -2.07 -2.58  -0.009
C: -0.88 -2.97 -2.12  -0.018
C: -2.87 -4.30 -1.53  -0.002
C: -3.99 -1.62 0.87  -0.007
C: -5.06 -2.67 0.54  -0.001
C: -4.45 -0.26 0.34  -0.011
C: -3.89 -1.54 2.39  -0.002
H: -1.75 -4.30 1.19  0.000
H: -1.46 -2.98 2.33  0.007
H: -0.29 -3.32 1.04  -0.004
H: -2.77 -1.06 -2.71  0.004
H: -4.20 -1.99 -2.26  0.000
H: -3.16 -2.56 -3.56  0.000
H: -0.37 -2.00 -2.12  0.014
H: -0.88 -3.34 -3.15  0.000
H: -0.29 -3.67 -1.53  -0.001
H: -3.92 -4.33 -1.25  0.000
H: -2.31 -4.93 -0.82  0.000
H: -2.78 -4.78 -2.51  0.000
H: -5.26 -2.72 -0.53  0.000
H: -6.00 -2.42 1.04  0.000
H: -4.76 -3.66 0.88  0.000
H: -4.52 -0.24 -0.75  0.001
H: -3.77 0.55 0.63  0.005
H: -5.44 -0.01 0.74  0.000
H: -3.65 -2.50 2.84  0.000
H: -4.85 -1.21 2.82  0.000
H: -3.12 -0.84 2.71  0.007
O: -2.40 5.91 2.49  0.000
S: -2.58 5.24 1.24  0.000
O: -3.68 5.59 0.40  0.000
N: -2.61 3.60 1.57  0.001
C: -1.55 3.06 1.10  0.038
O: -1.28 1.76 1.36  -0.052
C: -0.59 3.89 0.37  -0.012
C: 0.64 3.56 -0.17  -0.007
C: 1.38 4.57 -0.77  0.002
C: 0.90 5.88 -0.81  0.000
C: -0.32 6.21 -0.25  -0.001
C: -1.05 5.20 0.34  0.002
H: 1.01 2.55 -0.11  0.021
H: 2.34 4.33 -1.20  0.000
H: 1.50 6.64 -1.29  0.000
H: -0.69 7.23 -0.26  0.000
C: 4.40 2.84 2.92  0.000
C: 5.06 1.93 2.09  -0.001
C: 4.34 1.00 1.36  -0.002
C: 2.94 0.94 1.42  0.003
C: 2.30 1.87 2.24  0.011
C: 3.01 2.81 2.98  0.000
Ge: 1.87 -0.34 0.28  -0.033
C: 2.85 -0.04 -1.45  -0.007
C: 4.02 -0.73 -1.79  0.000
C: 4.76 -0.40 -2.92  0.001
C: 4.35 0.65 -3.73  -0.001
C: 3.18 1.33 -3.43  0.000
C: 2.43 0.97 -2.32  0.008
C: 2.73 -2.08 0.79  0.005
C: 3.71 -2.26 1.77  -0.003
C: 4.25 -3.51 2.05  0.001
C: 3.82 -4.62 1.33  0.000
C: 2.87 -4.46 0.33  0.000
C: 2.33 -3.21 0.07  -0.003
H: 4.96 3.56 3.49  0.000
H: 6.14 1.96 2.01  0.000
H: 4.86 0.32 0.70  -0.001
H: 1.21 1.87 2.30  0.016
H: 2.49 3.53 3.60  0.000
H: 4.36 -1.55 -1.17  -0.001
H: 5.66 -0.95 -3.15  0.000
H: 4.93 0.92 -4.61  0.000
H: 2.83 2.12 -4.08  0.000
H: 1.49 1.46 -2.15  0.009
H: 4.10 -1.40 2.31  0.000
H: 5.01 -3.62 2.80  0.000
H: 4.23 -5.60 1.55  0.000
H: 2.54 -5.32 -0.25  0.000
H: 1.60 -3.10 -0.72  -0.003
N: 1.47 -2.04 3.82  -0.001
C: 1.22 -0.73 4.51  0.000
P: -0.54 -0.45 3.98  0.005
O: -1.29 -1.52 4.67  -0.001
O: -0.42 -0.49 2.48  -0.140
C: -1.04 1.24 4.48  0.004
N: -2.23 1.61 3.68  0.002
H: 1.52 -1.90 2.80  0.006
H: 0.66 -2.65 3.99  0.000
H: 2.33 -2.52 4.11  -0.001
H: 1.94 0.01 4.17  0.001
H: 1.28 -0.89 5.58  0.000
H: -0.23 1.94 4.25  -0.001
H: -1.22 1.25 5.55  0.000
H: -3.04 1.07 3.95  0.001
H: -1.75 1.53 2.32  0.011
H: -2.45 2.59 3.77  -0.001
C: -0.44 2.82 -5.00  0.002
Si: -0.85 1.05 -4.55  0.002
C: -2.46 0.55 -5.37  0.003
C: 0.50 -0.11 -5.13  0.007
C: -1.00 0.88 -2.73  0.040
C: -1.03 0.68 -1.52  -0.026
H: -0.44 2.94 -6.08  0.000
H: 0.55 3.09 -4.63  0.000
H: -1.16 3.51 -4.57  0.000
H: -2.46 0.85 -6.42  0.000
H: -3.32 1.00 -4.88  0.000
H: -2.59 -0.54 -5.33  0.000
H: 0.59 -0.10 -6.22  0.000
H: 0.28 -1.14 -4.82  -0.001
H: 1.47 0.16 -4.70  -0.002

Calculated values
E (Ha): -6383.145748
Net charge: 0
Relative energy (zero: lowest compared OMol25 entry of this formula, charge and spin) (kJ/mol): 78.6
Spin multiplicity: 2
Kohn-Sham gap (spin up / spin down) (eV): 6.51 / 6.43
LUMO energy (spin up / spin down) (eV): -0.60 / -0.58

# 3
Entry from the OMol25 dataset: 18 unconnected molecules or ions with the total composition C41H61IN19OP in a non-equilibrium geometry (ωB97M-V/def2-TZVPD).

Each line ends with the Löwdin charge.
Geometry (Å):
C: 0.98 -0.93 2.52  -0.113
C: 0.82 -1.09 1.02  -0.326
C: -0.39 -0.44 0.31  -0.657
I: 0.32 1.16 -0.98  0.908
C: -1.51 0.19 1.15  -0.393
C: -1.08 1.37 1.88  -0.251
N: -0.68 2.12 2.66  0.207
C: -2.33 -0.75 2.11  -0.342
C: -3.72 -0.36 1.99  -0.259
N: -4.82 -0.08 1.79  0.190
P: -2.29 -2.57 1.77  0.762
O: -3.39 -3.27 2.47  -0.406
H: 0.17 -1.35 3.12  0.051
H: 1.17 0.10 2.78  0.068
H: 1.88 -1.47 2.80  0.060
H: 0.83 -2.14 0.74  0.102
H: 1.73 -0.69 0.60  0.018
H: -0.82 -1.14 -0.39  0.034
H: -2.24 0.54 0.43  0.120
H: -2.05 -0.60 3.15  0.128
H: -2.26 -2.71 0.39  -0.014
H: -1.05 -3.01 2.24  0.030
C: 0.20 5.38 2.69  -0.078
C: 0.99 6.39 1.99  -0.251
N: 1.60 7.19 1.44  0.143
H: 0.80 4.49 2.85  0.070
H: -0.13 5.78 3.65  0.079
H: -0.66 5.11 2.09  0.065
C: 5.49 -0.21 3.67  -0.070
C: 4.60 -0.37 2.54  -0.259
N: 3.93 -0.50 1.61  0.163
H: 6.49 -0.52 3.38  0.052
H: 5.51 0.83 3.99  0.085
H: 5.16 -0.83 4.50  0.088
C: -2.94 -2.66 -3.47  -0.082
C: -2.20 -3.25 -2.37  -0.270
N: -1.57 -3.73 -1.52  0.125
H: -3.03 -1.59 -3.33  0.085
H: -2.41 -2.86 -4.40  0.077
H: -3.93 -3.10 -3.53  0.069
C: 3.39 9.17 -0.91  -0.085
C: 4.81 9.17 -1.24  -0.290
N: 5.93 9.17 -1.49  0.116
H: 3.24 8.74 0.08  0.043
H: 3.01 10.19 -0.93  0.080
H: 2.85 8.57 -1.64  0.081
C: -1.64 -7.12 -2.91  -0.063
C: -2.27 -6.29 -3.92  -0.269
N: -2.78 -5.64 -4.73  0.146
H: -1.80 -6.68 -1.93  0.072
H: -2.07 -8.12 -2.93  0.084
H: -0.57 -7.19 -3.09  0.084
C: -3.52 4.76 3.37  -0.060
C: -3.17 6.03 4.00  -0.291
N: -2.90 7.02 4.51  0.125
H: -2.62 4.21 3.12  0.046
H: -4.12 4.17 4.05  0.079
H: -4.09 4.95 2.46  0.087
C: 3.60 -4.88 -5.27  -0.095
C: 3.58 -5.69 -4.07  -0.275
N: 3.56 -6.30 -3.09  0.121
H: 4.50 -4.28 -5.29  0.081
H: 3.58 -5.52 -6.15  0.047
H: 2.74 -4.22 -5.29  0.041
C: -0.78 10.03 1.06  -0.074
C: -0.97 10.83 -0.14  -0.290
N: -1.11 11.46 -1.09  0.120
H: -0.34 10.64 1.85  0.083
H: -1.74 9.64 1.40  0.081
H: -0.11 9.20 0.85  0.048
C: 2.36 -2.28 -2.24  -0.061
C: 2.41 -2.07 -3.68  -0.267
N: 2.45 -1.92 -4.82  0.141
H: 2.51 -3.33 -2.01  0.078
H: 3.15 -1.69 -1.76  0.085
H: 1.40 -1.96 -1.85  0.046
C: -4.89 -5.72 4.45  -0.075
C: -4.30 -6.95 4.95  -0.290
N: -3.82 -7.92 5.35  0.114
H: -4.33 -5.35 3.59  0.055
H: -5.92 -5.90 4.15  0.082
H: -4.87 -4.96 5.22  0.084
C: 9.33 -2.66 2.06  -0.054
C: 7.89 -2.79 2.23  -0.256
N: 6.75 -2.91 2.37  0.155
H: 9.84 -2.99 2.97  0.086
H: 9.65 -3.28 1.23  0.084
H: 9.59 -1.62 1.86  0.085
C: -3.56 6.25 8.35  -0.104
C: -4.07 5.04 7.71  -0.285
N: -4.46 4.09 7.20  0.118
H: -2.80 6.71 7.73  0.069
H: -4.38 6.95 8.51  0.071
H: -3.13 6.00 9.32  0.073
C: -3.58 10.75 8.76  -0.064
C: -3.00 9.59 9.42  -0.268
N: -2.54 8.67 9.94  0.143
H: -3.15 11.66 9.18  0.084
H: -3.36 10.71 7.70  0.085
H: -4.65 10.76 8.92  0.084
C: -5.95 -5.04 -7.13  -0.075
C: -5.49 -3.78 -6.57  -0.284
N: -5.13 -2.78 -6.13  0.122
H: -5.10 -5.71 -7.26  0.082
H: -6.67 -5.50 -6.46  0.084
H: -6.41 -4.85 -8.10  0.017
C: -8.09 -1.88 -10.26  -0.061
C: -7.54 -3.22 -10.14  -0.252
N: -7.10 -4.27 -10.04  0.137
H: -7.49 -1.30 -10.97  0.085
H: -9.12 -1.93 -10.62  0.084
H: -8.07 -1.38 -9.29  0.086
C: 5.65 -4.75 -0.33  -0.083
C: 6.97 -4.96 -0.91  -0.291
N: 8.02 -5.12 -1.35  0.113
H: 5.61 -5.22 0.65  0.078
H: 5.47 -3.69 -0.22  0.066
H: 4.89 -5.19 -0.97  0.048
C: 7.72 -5.58 -6.91  -0.063
C: 6.42 -6.21 -7.03  -0.264
N: 5.39 -6.71 -7.13  0.142
H: 8.14 -5.79 -5.93  0.086
H: 8.39 -5.97 -7.67  0.083
H: 7.62 -4.50 -7.03  0.083

Calculated values
E (Ha): -3353.366734
Net charge: 0
Spin multiplicity: 1
Kohn-Sham gap (eV): 9.98
LUMO energy (eV): -0.30

# 4
Entry from the OMol25 dataset: a molecular structure, C41H62BBaN13O4S2 in a non-equilibrium geometry (ωB97M-V/def2-TZVPD).

Each line ends with the Löwdin charge.
Geometry (Å):
Ba: -1.39 -0.07 -0.01  2.016
C: -2.17 3.89 2.01  -0.052
C: -1.48 4.03 0.66  -0.362
C: -1.45 5.49 0.21  -0.065
C: -0.10 3.44 0.71  -0.270
C: 1.15 4.06 0.71  0.033
C: 2.08 3.03 0.76  -0.222
C: 3.57 3.25 0.65  -0.343
C: 4.05 4.33 1.62  -0.055
C: 4.36 1.97 0.83  -0.067
N: 1.41 1.86 0.80  0.041
N: 0.05 2.12 0.75  -0.030
B: 1.43 0.25 0.89  -0.523
N: 2.40 -0.86 0.28  0.063
N: 1.53 -1.69 -0.41  0.086
C: 2.19 -2.77 -0.76  -0.272
C: 3.52 -2.68 -0.31  0.029
C: 3.62 -1.48 0.34  -0.199
C: 4.94 -0.99 0.91  -0.391
C: 5.54 -2.05 1.85  -0.061
C: 5.92 -0.67 -0.22  -0.063
C: 1.49 -3.88 -1.48  -0.364
C: 0.99 -4.93 -0.49  -0.048
C: 2.38 -4.52 -2.55  -0.067
N: 0.81 -0.24 2.26  0.053
N: -0.33 -0.99 2.09  -0.112
C: -0.71 -1.44 3.27  -0.273
C: 0.17 -0.97 4.25  0.034
C: 1.11 -0.20 3.59  -0.192
C: 2.23 0.52 4.28  -0.336
C: 3.58 -0.10 3.94  -0.044
C: 2.20 2.04 4.08  -0.041
C: -1.90 -2.34 3.43  -0.366
C: -1.91 -3.43 2.35  -0.061
C: -1.95 -2.96 4.82  -0.071
H: -3.22 4.21 1.94  0.083
H: -1.67 4.50 2.76  0.086
H: -2.15 2.85 2.35  0.055
H: -2.06 3.46 -0.08  0.116
H: -0.98 6.12 0.96  0.082
H: -2.47 5.86 0.06  0.082
H: -0.91 5.61 -0.73  0.083
H: 1.37 5.11 0.66  0.110
H: 3.74 3.61 -0.37  0.145
H: 3.81 4.06 2.65  0.074
H: 3.59 5.30 1.41  0.073
H: 5.13 4.45 1.54  0.082
H: 4.28 1.62 1.86  0.073
H: 5.42 2.13 0.61  0.100
H: 3.99 1.19 0.17  0.064
H: 0.59 0.09 0.09  -0.119
H: 4.31 -3.40 -0.46  0.112
H: 4.79 -0.09 1.49  0.057
H: 5.86 -2.92 1.29  0.076
H: 4.82 -2.37 2.60  0.074
H: 6.42 -1.64 2.36  0.084
H: 6.15 -1.58 -0.79  0.080
H: 6.85 -0.28 0.18  0.084
H: 5.51 0.06 -0.92  0.073
H: 0.62 -3.44 -1.97  0.107
H: 1.83 -5.40 0.03  0.084
H: 0.42 -5.71 -1.00  0.079
H: 0.34 -4.47 0.26  0.065
H: 3.24 -5.02 -2.09  0.076
H: 2.77 -3.77 -3.24  0.072
H: 1.83 -5.26 -3.12  0.078
H: 0.15 -1.14 5.32  0.109
H: 2.04 0.34 5.34  0.131
H: 3.66 -0.25 2.87  0.039
H: 3.70 -1.07 4.42  0.089
H: 4.41 0.54 4.26  0.092
H: 2.36 2.30 3.04  0.044
H: 2.97 2.51 4.69  0.084
H: 1.23 2.45 4.37  0.091
H: -2.81 -1.75 3.31  0.104
H: -1.02 -4.05 2.43  0.084
H: -1.93 -3.00 1.35  0.050
H: -2.79 -4.07 2.46  0.083
H: -1.06 -3.57 5.01  0.088
H: -2.82 -3.61 4.92  0.081
H: -2.01 -2.20 5.60  0.077
N: -3.64 0.45 1.98  -0.037
N: -4.81 0.93 1.35  -0.066
C: -5.64 0.01 0.81  -0.914
N: -6.52 0.52 -0.08  0.106
S: -5.61 -1.61 1.22  0.601
H: -3.86 -0.54 2.18  -0.042
H: -3.55 0.92 2.88  0.091
H: -4.61 1.73 0.75  0.096
H: -6.32 1.41 -0.52  0.092
H: -7.07 -0.15 -0.60  0.090
C: -2.31 0.46 -6.17  -0.003
C: -2.85 1.22 -5.01  -0.345
N: -2.90 0.79 -3.77  0.193
C: -3.46 1.81 -3.04  -0.118
C: -3.76 2.87 -3.87  -0.080
N: -3.36 2.47 -5.11  0.173
C: -4.34 4.23 -3.74  -0.486
O: -4.82 4.59 -2.57  0.127
O: -4.37 4.95 -4.71  0.097
C: -3.68 1.68 -1.58  -0.552
O: -4.35 2.56 -1.00  -0.030
O: -3.16 0.70 -0.98  -0.456
H: -2.39 -0.61 -5.96  0.071
H: -1.26 0.69 -6.33  0.074
H: -2.86 0.69 -7.09  0.081
H: -3.45 3.07 -5.92  0.169
H: -4.75 3.82 -1.92  0.067
N: 0.80 0.34 -2.83  0.128
C: 0.08 -0.76 -3.16  -0.709
N: -0.90 -1.23 -2.46  -0.037
C: -1.50 -2.30 -3.10  -0.336
C: -2.61 -3.00 -2.63  -0.005
C: -3.09 -4.07 -3.38  -0.075
C: -2.49 -4.43 -4.58  -0.090
C: -1.39 -3.74 -5.07  -0.092
C: -0.92 -2.67 -4.32  -0.484
S: 0.42 -1.61 -4.66  1.078
H: 0.84 0.58 -1.84  0.057
H: 1.68 0.47 -3.30  0.096
H: -3.09 -2.71 -1.71  0.110
H: -3.95 -4.62 -3.02  0.105
H: -2.88 -5.27 -5.14  0.102
H: -0.93 -4.02 -6.00  0.108

Calculated values
E (Ha): -3459.296234
Net charge: 0
Spin multiplicity: 1
Kohn-Sham gap (eV): 8.56
LUMO energy (eV): 0.13